Entry 1:
The following is a DFT calculation (ωB97M-V/def2-TZVPD) of C26H57NO19P5S2 as an isolated structure.

Geometry as XYZ:
```
110
Properties=species:S:1:pos:R:3:mulliken_charge:R:1
O -7.17 5.59 -0.73 -0.650
P -7.38 4.33 -1.61 0.904
O -8.93 3.73 -1.20 -0.499
O -6.19 3.19 -1.13 -0.385
P -7.20 4.98 -3.67 -0.072
S -7.72 3.40 -5.05 0.942
O -8.51 2.28 -4.37 -0.611
O -8.70 4.04 -6.03 -0.690
N -6.40 2.84 -5.99 -0.564
S -5.17 2.17 -5.01 1.062
O -4.18 3.31 -4.74 -0.733
O -5.68 1.73 -3.65 -0.324
C -4.17 0.86 -5.88 -0.672
C -5.00 -0.47 -6.22 -0.863
C -5.06 -1.39 -4.90 0.619
C -6.36 -1.33 -4.05 -0.235
C -6.56 -2.13 -2.74 -0.549
C -5.38 -3.03 -2.26 -0.454
C -4.08 -3.13 -3.13 -0.370
C -3.88 -2.33 -4.46 -0.360
H -8.95 2.75 -1.24 0.310
H -6.64 2.31 -1.18 0.245
H -5.81 5.26 -3.95 0.129
H -3.69 1.30 -6.82 0.368
H -3.33 0.56 -5.13 0.262
H -4.39 -1.07 -7.00 0.332
H -6.03 -0.28 -6.66 0.372
H -7.22 -0.66 -4.39 0.169
H -7.53 -2.00 -2.17 0.333
H -5.47 -3.64 -1.30 0.369
H -3.20 -3.78 -2.80 0.321
H -2.91 -2.43 -5.09 0.289
O 1.03 -0.05 -0.26 -0.653
P -0.35 -0.64 0.01 1.039
O -0.49 -0.08 1.57 -0.333
C -0.13 1.25 1.92 -0.088
C -1.36 2.08 2.19 -1.272
O 0.17 -2.17 0.37 -0.382
C 1.28 -2.72 -0.32 -0.397
C 2.51 -2.66 0.57 -1.111
O -1.92 -1.29 0.20 -0.352
C -3.04 -0.41 0.12 -0.217
C -3.02 0.44 -1.13 -0.788
H 0.47 1.73 1.14 0.282
H 0.49 1.19 2.82 0.255
H -1.93 2.24 1.27 0.262
H -1.09 3.06 2.59 0.427
H -2.02 1.58 2.90 0.288
H 1.45 -2.21 -1.27 0.334
H 1.04 -3.76 -0.55 0.434
H 2.73 -1.63 0.88 0.226
H 3.38 -3.06 0.05 0.457
H 2.35 -3.23 1.48 0.312
H -3.09 0.20 1.02 0.141
H -3.93 -1.04 0.11 0.392
H -2.16 1.12 -1.13 0.365
H -3.93 1.04 -1.20 0.192
H -2.94 -0.18 -2.02 0.252
O 1.34 0.65 6.27 -0.716
P 0.96 -0.30 7.41 1.066
O 2.42 -0.27 8.20 -0.352
C 3.13 0.94 8.39 -0.182
C 3.07 1.36 9.85 -1.134
O 1.17 -1.71 6.57 -0.360
C 0.87 -1.77 5.18 -0.340
C 2.15 -1.73 4.38 -0.624
O 0.40 -1.31 8.67 -0.343
C 0.07 -0.73 9.92 -0.056
C -0.88 0.44 9.79 -1.181
H 2.75 1.75 7.77 0.281
H 4.17 0.77 8.11 0.314
H 2.05 1.65 10.12 0.220
H 3.72 2.22 10.04 0.409
H 3.36 0.54 10.51 0.275
H 0.19 -0.96 4.89 0.208
H 0.35 -2.71 4.99 0.416
H 2.74 -0.83 4.60 0.275
H 1.95 -1.76 3.31 -0.117
H 2.79 -2.58 4.63 0.378
H 0.99 -0.44 10.44 0.155
H -0.40 -1.51 10.52 0.330
H -0.42 1.27 9.23 0.346
H -1.17 0.81 10.78 0.375
H -1.78 0.15 9.25 0.346
O 7.14 0.57 -4.87 -0.746
P 6.23 -0.41 -4.13 1.076
O 7.22 -0.67 -2.82 -0.364
C 7.89 0.41 -2.18 -0.242
C 7.26 0.69 -0.83 -1.077
O 6.65 -1.75 -5.01 -0.397
C 6.96 -1.63 -6.39 -0.323
C 8.46 -1.71 -6.58 -1.075
O 5.10 -1.45 -3.37 -0.328
C 4.33 -0.95 -2.29 0.402
C 3.64 0.36 -2.62 -1.113
H 7.88 1.32 -2.78 0.306
H 8.93 0.11 -2.04 0.305
H 6.25 1.09 -0.96 0.211
H 7.84 1.42 -0.27 0.417
H 7.17 -0.23 -0.24 0.267
H 6.54 -0.72 -6.82 0.332
H 6.48 -2.48 -6.91 0.358
H 8.97 -0.93 -6.02 0.267
H 8.72 -1.60 -7.64 0.374
H 8.84 -2.66 -6.22 0.277
H 4.97 -0.84 -1.40 0.001
H 3.58 -1.70 -2.05 0.036
H 4.36 1.16 -2.82 0.419
H 2.99 0.67 -1.80 0.202
H 3.03 0.24 -3.52 0.363
```

Results
- E_tot: -5012.20186 a.u.
- Net charge: -1
- E_HOMO: -6.24 eV

=====

Entry 2:
The following is a DFT calculation (ωB97M-V/def2-TZVPD) of an isolated ion of composition C2H5N2 and charge +1.

Geometry as XYZ:
```
9
Properties=species:S:1:pos:R:3:nbo_charge:R:1
C 0.78 -0.75 0.01 -0.165
C -0.73 -0.24 0.12 -0.281
N -0.18 1.04 -0.23 -0.145
N 1.04 0.99 -0.26 0.124
H 1.31 -0.85 1.00 0.258
H 1.01 -1.33 -0.77 0.235
H -1.47 -0.55 -0.75 0.275
H -1.05 -0.25 1.12 0.264
H -0.72 1.95 -0.23 0.435
```

Results
- E_tot: -188.31682 a.u.
- Structure (SMILES): C1C[NH+]=N1
- Net charge: +1
- E_HOMO: -17.07 eV
- Relative energy (zero: lowest compared OMol25 entry of this formula, charge and spin): 259.1 kJ/mol

=====

What is the formula in the first record? C26H57NO19P5S2

=====

Which value of E_tot does entry 2 give? -188.31682 a.u.